Below is a cluster of 11 separate species, C36H55NO32S5 in total in a non-equilibrium geometry, with properties calculated with ωB97M-V with the def2-TZVPD basis set.

CARTESIAN COORDINATES (ANGSTROEM)
S1 2.185 -3.653 -1.537
S2 1.864 4.963 -0.982
S3 6.417 -0.520 -2.399
S4 -2.272 4.440 -0.445
S5 0.922 -1.070 4.224
O1 2.539 4.159 -1.970
O2 5.034 -0.234 -1.502
O3 2.138 -2.730 -2.626
O4 0.742 -1.414 5.595
O5 7.297 -0.016 -1.145
O6 -3.881 4.428 0.005
O7 1.259 -4.727 -1.434
O8 -6.768 -1.109 -1.245
O9 1.118 3.980 0.132
O10 -1.255 -0.471 -2.734
O11 -2.210 5.979 -0.098
O12 -1.514 3.687 0.527
O13 1.998 -2.835 -0.100
O14 1.111 1.427 -6.388
O15 2.918 5.578 0.162
O16 -2.273 1.560 5.929
O17 -1.179 -3.631 -4.418
O18 2.388 -1.586 3.674
O19 -0.024 -1.491 3.246
O20 -1.025 -5.152 -6.045
O21 0.926 5.970 -1.391
O22 1.316 0.479 4.069
O23 6.593 -1.940 -2.561
O24 6.541 0.305 -3.568
O25 -3.203 1.017 4.028
O26 3.676 -4.152 -1.109
O27 -0.506 -0.137 -6.353
O28 -2.107 4.117 -1.827
O29 0.664 0.402 -1.910
O30 -5.267 -3.308 3.151
O31 -4.680 -0.431 -1.255
O32 -4.986 -5.035 4.414
N1 -4.650 -4.279 3.540
C1 -2.857 -3.600 1.984
C2 5.156 1.054 -0.886
C3 -4.117 5.350 1.012
C4 2.811 0.278 -5.212
C5 -1.451 -4.798 -4.977
C6 1.218 0.815 -0.633
C7 2.870 4.831 1.361
C8 -3.947 0.782 -1.618
C9 -1.669 -3.548 -3.054
C10 -3.336 -4.547 2.873
C11 1.976 3.610 1.203
C12 -1.387 2.515 6.461
C13 -1.600 -3.800 1.395
C14 -0.517 -0.224 -1.831
C15 -0.925 -5.007 1.573
C16 -3.285 6.573 0.695
C17 0.513 0.283 -5.917
C18 -6.326 1.305 -1.322
C19 -2.362 1.660 4.581
C20 -1.486 2.760 4.033
C21 -0.609 -0.732 -0.400
C22 -2.101 -5.015 -2.710
C23 2.672 0.688 3.725
C24 1.446 -0.379 -4.917
C25 4.170 -3.547 0.049
C26 0.133 0.350 0.361
C27 -4.959 1.909 -1.547
C28 -1.512 -5.939 2.421
C29 6.647 0.998 -0.417
C30 -6.031 -0.173 -1.277
C31 3.372 -0.634 4.006
C32 2.949 -3.394 0.875
C33 -2.666 -5.727 3.118
C34 -2.242 -5.688 -4.035
C35 -0.632 3.148 5.250
C36 2.421 1.622 -5.892
H1 -3.732 0.669 -2.679
H2 4.242 -0.768 3.362
H3 3.663 -0.787 5.050
H4 -0.577 2.058 7.029
H5 -1.506 -5.392 -1.881
H6 -3.068 1.042 -1.039
H7 -3.771 7.258 0.005
H8 4.448 -2.530 -0.256
H9 -3.078 -6.525 3.718
H10 -0.237 -1.749 -0.496
H11 -2.154 3.603 3.838
H12 4.951 -4.117 0.545
H13 -6.746 1.680 -0.391
H14 -4.690 2.451 -0.644
H15 -4.949 2.602 -2.386
H16 1.411 3.412 2.108
H17 -3.336 -2.654 1.780
H18 3.492 -0.254 -5.869
H19 3.160 1.403 4.389
H20 3.219 0.592 -4.251
H21 0.304 2.603 5.120
H22 2.585 5.640 2.050
H23 2.584 2.793 0.807
H24 -2.841 7.061 1.555
H25 -0.922 -3.154 -2.372
H26 4.506 1.187 -0.021
H27 1.431 1.878 -0.553
H28 -0.551 1.181 0.549
H29 2.094 0.188 -0.450
H30 -3.233 -5.762 -4.489
H31 -2.555 -2.927 -2.950
H32 -1.025 -6.906 2.489
H33 6.737 0.875 0.659
H34 -3.078 -4.824 -2.253
H35 0.126 -5.158 1.367
H36 3.134 1.883 -6.673
H37 2.490 -4.346 1.148
H38 -1.954 3.271 7.004
H39 -5.183 5.511 1.171
H40 7.151 1.926 -0.691
H41 3.004 -2.716 1.720
H42 0.635 0.146 1.308
H43 4.963 1.979 -1.432
H44 3.887 4.643 1.726
H45 -1.857 -6.706 -4.084
H46 -3.803 4.993 2.003
H47 -7.031 1.487 -2.132
H48 -1.182 -3.006 0.796
H49 1.178 -0.068 -3.916
H50 -0.533 4.221 5.382
H51 1.574 -1.402 -5.257
H52 -0.997 2.456 3.112
H53 2.699 0.916 2.658
H54 2.396 2.428 -5.155
H55 -1.656 -0.634 -0.114

Summary:
HOMO   -9.16 eV
Energy   -5857.82484 a.u.
Structure (SMILES)   O=[N+]([O-])c1ccccc1.O=S1(=O)OCCO1.O=S1(=O)OCCO1.O=S1(=O)OCCO1.O=S1(=O)OCCO1.O=S1(=O)OCCO1.O=C1CCCO1.O=C1CCCO1.O=C1CCCO1.O=C1CCCO1.O=C1CCCO1
Maximum force   2.97 eV Å⁻¹
Kohn-Sham gap   8.03 eV
Total charge   0
LUMO   -0.04163 Ha
2S+1   1

Atomic partial charges in e from the Mulliken method, atoms 1 to 4: S 1.08; S 1.10; S 1.07; S 0.89



Below is a structure of composition C36H55O4RuS3Se in a non-equilibrium geometry, with properties calculated with ωB97M-V with the def2-TZVPD basis set.

CARTESIAN COORDINATES (ANGSTROEM)
Ru1 0.573 1.471 1.736
Se1 0.363 1.363 -0.876
S1 -1.678 3.069 2.196
S2 1.853 3.801 1.722
S3 0.555 1.805 4.450
O1 1.109 -0.600 1.350
O2 3.080 1.468 2.404
O3 -1.613 0.700 1.472
O4 3.029 2.053 0.196
C1 -5.195 -1.201 -3.535
C2 -1.561 6.084 1.727
C3 2.785 -3.758 -3.704
C4 -0.875 2.890 4.844
C5 -2.871 -1.603 -4.318
C6 2.779 -1.747 -2.252
C7 4.284 1.408 0.013
C8 2.756 -1.519 -4.779
C9 2.699 -1.971 0.197
C10 -4.275 -0.401 1.470
C11 2.792 -4.148 1.397
C12 -3.917 -0.517 -1.028
C13 -2.107 0.353 0.342
C14 1.884 4.163 3.532
C15 -3.421 -0.218 0.225
C16 2.859 -2.060 2.750
C17 3.274 -2.309 -3.573
C18 4.807 -2.656 1.352
C19 -3.786 -0.607 -3.590
C20 -3.854 0.705 -4.385
C21 -1.398 0.530 -0.878
C22 -3.212 -0.314 -2.213
C23 1.921 3.015 4.521
C24 1.965 -0.628 -2.163
C25 -3.501 -1.148 2.566
C26 3.270 -2.688 1.417
C27 3.138 -2.363 -1.053
C28 -5.563 -1.196 1.218
C29 1.742 -0.910 0.284
C30 -2.038 2.613 3.917
C31 1.480 -0.221 -0.937
C32 2.579 2.081 1.475
C33 -0.563 6.124 0.868
C34 4.809 -2.278 -3.600
C35 -4.665 1.007 1.943
C36 -1.930 0.213 -2.107
H1 -1.324 0.395 -2.985
H2 -4.264 0.517 -5.376
H3 5.227 -2.877 -2.795
H4 -1.876 -1.193 -4.466
H5 -5.201 -2.149 -3.003
H6 3.136 -1.007 2.793
H7 -5.283 1.492 1.189
H8 5.167 -1.629 1.330
H9 -2.870 1.152 -4.497
H10 5.223 -3.143 2.231
H11 -5.344 -2.178 0.804
H12 -4.912 -0.918 -1.092
H13 -5.223 0.964 2.876
H14 3.139 -4.661 0.503
H15 1.706 -4.186 1.417
H16 -2.281 1.550 3.930
H17 2.817 2.409 4.392
H18 3.812 -3.205 -1.104
H19 5.167 -1.257 -3.490
H20 -6.241 -0.665 0.553
H21 -1.421 6.275 2.779
H22 1.668 -1.530 -4.814
H23 4.419 1.297 -1.058
H24 -3.289 -1.844 -5.294
H25 -2.915 3.192 4.225
H26 3.364 -2.578 3.564
H27 -2.782 -2.524 -3.745
H28 -3.250 -2.151 2.225
H29 -1.150 2.676 5.878
H30 1.002 4.791 3.670
H31 1.689 -0.053 -3.033
H32 -0.548 3.924 4.760
H33 -2.570 5.868 1.420
H34 -4.497 1.419 -3.873
H35 1.787 -2.138 2.907
H36 -4.114 -1.227 3.463
H37 1.699 -3.795 -3.645
H38 3.101 -0.488 -4.754
H39 0.450 6.335 1.163
H40 3.175 -4.675 2.268
H41 3.096 -4.175 -4.660
H42 5.189 -3.169 0.474
H43 3.128 -1.977 -5.694
H44 2.777 4.772 3.677
H45 5.083 2.025 0.434
H46 -5.890 -0.514 -3.058
H47 5.173 -2.675 -4.545
H48 -2.578 -0.634 2.816
H49 -3.779 1.615 2.091
H50 -0.710 5.932 -0.182
H51 -5.547 -1.381 -4.549
H52 4.288 0.429 0.498
H53 3.190 -4.383 -2.914
H54 1.906 3.429 5.530
H55 -6.078 -1.334 2.167

Summary:
HOMO (spin up / spin down)   -6.87 / -6.77 eV
Energy   -5396.47491 a.u.
Maximum force   4.16 eV Å⁻¹
Kohn-Sham gap (spin up / spin down)   4.87 / 4.99 eV
Total charge   0
LUMO (spin up / spin down)   -0.07336 / -0.06528 Ha
2S+1   2

Atomic partial charges in e from the Mulliken method, atoms 1 to 4: Ru 1.32; Se -0.08; S 0.00; S -0.09